{
  "formula": "C5H7N",
  "method": "ωB97M-V/def2-TZVPD",
  "orbital_gap_ha": 0.3422,
  "smiles": "Cc1cc[nH]c1",
  "multiplicity": 1,
  "de_lowest_kj_mol": 63.2,
  "homo_energy_ev": -8.219,
  "species": ["C", "C", "C", "N", "C", "C", "H", "H", "H", "H", "H", "H", "H"],
  "xyz": [[-0.204, -1.008, 1.612], [0.180, -0.004, 0.527], [-0.709, 0.931, 0.075], [-0.412, 1.213, -1.229], [0.715, 0.514, -1.603], [1.101, -0.285, -0.553], [-0.240, -1.997, 1.159], [0.451, -0.989, 2.482], [-1.204, -0.759, 1.968], [-1.698, 1.078, 0.481], [-0.822, 1.852, -1.867], [0.913, 0.406, -2.658], [1.928, -0.953, -0.395]]
}



{
  "formula": "C5H6O2",
  "method": "ωB97M-V/def2-TZVPD",
  "orbital_gap_ha": [0.2647, 0.3044],
  "multiplicity": 1,
  "de_lowest_kj_mol": 279.4,
  "homo_energy_ev": [-7.660, -8.040],
  "species": ["O", "C", "C", "O", "C", "C", "C", "H", "H", "H", "H", "H", "H"],
  "xyz": [[2.273, 1.412, -1.412], [2.048, 0.767, -0.392], [0.773, 0.248, -0.060], [0.651, -0.590, 1.000], [-0.561, -1.000, 1.166], [-1.474, -0.227, 0.272], [-0.490, 0.122, -0.852], [2.838, 0.578, 0.367], [-0.382, -0.737, -1.539], [-0.747, -1.690, 1.976], [-2.385, -0.745, -0.030], [-1.759, 0.693, 0.821], [-0.755, 1.000, -1.437]]
}



{
  "formula": "C34H39CrF6N9O3",
  "method": "ωB97M-V/def2-TZVPD",
  "orbital_gap_ha": [0.2425, 0.2626],
  "s2": 0.7595,
  "multiplicity": 2,
  "homo_energy_ev": [-9.935, -9.935],
  "total_charge": 1,
  "species": ["Cr", "C", "C", "C", "C", "C", "C", "C", "F", "C", "C", "C", "O", "C", "C", "N", "C", "C", "O", "O", "H", "H", "H", "H", "H", "H", "H", "H", "H", "H", "H", "C", "N", "C", "C", "N", "C", "C", "N", "C", "C", "N", "C", "N", "C", "C", "C", "N", "C", "H", "H", "H", "H", "H", "H", "H", "H", "H", "H", "H", "H", "H", "H", "H", "H", "H", "H", "H", "H", "H", "H", "H", "H", "F", "C", "F", "C", "F", "F", "F", "N", "C", "C", "C", "C", "N", "C", "C", "H", "H", "H", "H"],
  "xyz": [[0.016, 0.522, 0.100], [-1.617, -7.842, 0.925], [0.962, -7.092, 0.460], [2.066, -7.800, 1.163], [3.341, -7.289, 0.485], [3.416, -5.783, 0.465], [4.658, -5.200, 0.388], [4.794, -3.817, 0.416], [6.017, -3.256, 0.318], [3.700, -3.018, 0.591], [2.412, -3.571, 0.653], [1.392, -2.623, 1.094], [1.653, -1.639, 1.767], [-0.308, -3.196, -0.579], [-0.815, -4.641, -0.850], [1.069, -5.646, 0.476], [2.238, -4.974, 0.506], [-1.219, -2.053, -1.124], [-1.989, -2.260, -2.038], [-1.008, -0.937, -0.542], [-1.466, -8.877, 0.630], [-2.588, -7.507, 0.567], [-1.596, -7.787, 2.012], [0.393, -7.023, -1.578], [1.971, -8.877, 1.062], [2.053, -7.526, 2.222], [3.363, -7.661, -0.543], [4.223, -7.683, 0.990], [5.548, -5.805, 0.322], [3.810, -1.953, 0.711], [-1.875, -4.747, -1.078], [-1.078, 0.295, 2.538], [0.193, 0.590, 3.147], [0.375, 0.044, 4.480], [1.835, 0.360, 4.781], [2.368, 0.734, 3.483], [3.759, 1.102, 3.425], [1.404, 0.772, 2.540], [1.498, 0.963, 1.248], [2.768, 1.069, 0.567], [2.679, 0.501, -0.865], [1.317, 0.436, -1.376], [1.124, 0.164, -2.656], [-0.077, 0.251, -3.259], [-1.356, 0.761, -2.844], [-0.025, -0.151, -4.651], [1.462, -0.361, -4.901], [2.054, -0.228, -3.577], [3.426, -0.670, -3.454], [-1.859, 0.787, 3.128], [-1.279, -0.785, 2.533], [-1.174, 0.683, 1.506], [0.193, -1.040, 4.462], [-0.318, 0.507, 5.184], [2.375, -0.503, 5.179], [1.937, 1.198, 5.480], [4.062, 1.412, 4.425], [3.915, 1.937, 2.747], [4.382, 0.255, 3.127], [3.544, 0.500, 1.080], [3.069, 2.121, 0.521], [3.102, -0.509, -0.844], [3.294, 1.138, -1.507], [-1.359, 1.052, -1.800], [-2.109, -0.017, -2.989], [-1.612, 1.629, -3.456], [-0.452, 0.635, -5.279], [-0.616, -1.064, -4.787], [1.883, 0.396, -5.572], [1.675, -1.351, -5.313], [3.736, -1.032, -4.432], [3.533, -1.492, -2.747], [4.103, 0.136, -3.179], [-1.686, 2.599, -0.038], [-0.315, 2.526, 0.162], [-0.147, 3.043, 1.426], [0.340, 3.495, -0.814], [1.657, 3.575, -0.563], [-0.138, 4.734, -0.820], [0.236, 3.020, -2.072], [0.305, -7.558, -0.723], [-0.521, -7.020, 0.329], [-0.406, -5.476, 0.366], [0.157, -4.629, -2.007], [0.706, -3.463, -1.664], [0.037, -2.862, 0.777], [-0.680, -3.549, 1.773], [-0.965, -4.834, 1.600], [0.298, -5.300, -2.835], [1.476, -2.838, -2.077], [-0.937, -2.993, 2.663], [-1.537, -5.408, 2.306]]
}



{
  "formula": "C18H18N2O3",
  "method": "ωB97M-V/def2-TZVPD",
  "orbital_gap_ha": 0.2853,
  "smiles": "C=CCNC(=O)c1ccccc1NC(=O)COc1ccccc1",
  "multiplicity": 1,
  "de_lowest_kj_mol": 1529.8,
  "homo_energy_ev": -7.852,
  "species": ["C", "C", "C", "N", "C", "O", "C", "C", "C", "C", "C", "C", "N", "C", "O", "C", "O", "C", "C", "C", "C", "C", "C", "H", "H", "H", "H", "H", "H", "H", "H", "H", "H", "H", "H", "H", "H", "H", "H", "H", "H"],
  "xyz": [[-0.835, -2.309, -1.388], [-0.641, -3.243, -0.540], [0.447, -3.225, 0.476], [1.451, -2.453, 0.242], [1.449, -1.353, 0.644], [0.516, -0.877, 1.636], [2.474, -0.456, 0.520], [3.794, -0.873, 0.000], [4.825, -0.093, -0.395], [4.733, 1.193, -0.518], [3.407, 2.023, -0.257], [2.287, 1.153, 0.072], [1.167, 1.430, 0.317], [0.690, 2.913, 0.113], [1.265, 3.685, -0.631], [-0.878, 2.990, 0.582], [-1.311, 1.714, 1.121], [-2.478, 1.197, 0.612], [-3.339, 1.998, -0.250], [-4.552, 1.206, -0.537], [-4.663, -0.203, -0.499], [-3.740, -0.736, 0.477], [-2.544, -0.001, 0.844], [-1.812, -0.536, 1.525], [-3.690, -1.720, 0.280], [-5.378, -0.736, -0.787], [-5.289, 1.479, -1.213], [-3.369, 3.116, -0.402], [-1.413, 3.259, -0.352], [-0.834, 3.833, 1.219], [0.511, 1.116, 0.894], [3.289, 2.855, -0.559], [5.549, 1.890, -0.826], [5.822, -0.698, -0.486], [3.932, -2.014, 0.310], [2.058, -2.441, -0.455], [-0.112, -3.038, 1.304], [0.665, -4.321, 0.833], [-1.562, -3.964, -0.433], [-1.816, -2.164, -2.080], [-0.080, -1.595, -1.412]]
}



{
  "formula": "C19H62B2NO35",
  "method": "ωB97M-V/def2-TZVPD",
  "orbital_gap_ha": 0.2659,
  "multiplicity": 1,
  "de_lowest_kj_mol": 35.6,
  "homo_energy_ev": -6.859,
  "total_charge": -1,
  "species": ["C", "C", "C", "C", "N", "C", "C", "C", "C", "C", "C", "C", "H", "H", "H", "H", "H", "H", "H", "H", "H", "H", "H", "H", "H", "H", "H", "H", "H", "H", "H", "H", "H", "H", "H", "H", "O", "C", "O", "B", "O", "C", "O", "O", "C", "O", "C", "O", "O", "O", "C", "O", "B", "O", "C", "O", "O", "C", "O", "C", "O", "O", "O", "H", "H", "O", "H", "H", "O", "H", "H", "O", "H", "H", "O", "H", "H", "O", "H", "H", "O", "H", "H", "O", "H", "H", "O", "H", "H", "O", "H", "H", "O", "H", "H", "O", "H", "H", "O", "H", "H", "O", "H", "H", "O", "H", "H", "O", "H", "H", "O", "H", "H", "O", "H", "H", "O", "H", "H"],
  "xyz": [[-21.675, -32.485, -9.537], [-20.703, -32.438, -10.672], [-20.683, -31.164, -11.544], [-19.601, -31.189, -12.615], [-19.717, -30.185, -13.786], [-19.700, -28.778, -13.316], [-21.097, -28.339, -13.088], [-22.012, -29.212, -13.867], [-21.011, -30.185, -14.607], [-18.332, -30.344, -14.508], [-18.192, -31.590, -15.404], [-16.796, -31.682, -16.164], [-21.439, -33.258, -8.750], [-22.740, -32.762, -9.846], [-21.652, -31.459, -9.212], [-20.963, -33.439, -11.306], [-19.839, -32.529, -10.281], [-20.892, -30.269, -10.821], [-21.552, -31.297, -12.170], [-19.665, -31.997, -13.145], [-18.506, -31.199, -12.040], [-19.140, -28.065, -14.057], [-19.150, -28.889, -12.409], [-21.122, -27.132, -13.343], [-21.311, -28.186, -11.941], [-22.614, -28.781, -14.762], [-22.754, -29.798, -13.203], [-20.758, -29.617, -15.553], [-21.290, -31.303, -14.767], [-17.532, -30.176, -13.897], [-18.207, -29.555, -15.079], [-19.005, -31.823, -15.837], [-18.193, -32.312, -14.657], [-15.932, -31.835, -15.480], [-16.728, -30.935, -16.770], [-16.855, -32.489, -16.945], [-22.476, -31.945, -17.309], [-21.726, -32.831, -17.629], [-21.185, -33.576, -16.706], [-20.103, -34.463, -17.422], [-20.285, -34.141, -18.779], [-21.163, -33.232, -18.828], [-21.488, -32.778, -19.935], [-20.470, -35.890, -17.066], [-19.399, -36.438, -16.544], [-19.373, -37.561, -16.073], [-18.348, -35.422, -16.576], [-18.780, -34.342, -16.931], [-17.284, -35.598, -16.082], [-22.344, -37.276, -13.772], [-22.522, -36.018, -13.712], [-23.582, -35.492, -13.571], [-23.281, -34.011, -13.498], [-21.881, -33.951, -13.881], [-21.387, -35.113, -14.017], [-20.249, -35.343, -13.936], [-23.515, -33.371, -12.226], [-24.117, -32.305, -12.358], [-24.062, -31.492, -11.491], [-24.470, -32.191, -13.698], [-24.064, -33.158, -14.431], [-24.667, -31.061, -14.249], [-23.689, -29.018, -10.238], [-23.726, -29.466, -11.058], [-24.322, -29.556, -9.784], [-21.888, -27.020, -17.814], [-21.159, -27.550, -17.361], [-22.163, -27.931, -18.269], [-20.604, -31.100, -6.400], [-20.495, -30.513, -7.087], [-19.825, -31.085, -5.842], [-16.381, -29.809, -11.332], [-16.581, -28.942, -11.127], [-17.152, -30.298, -10.798], [-25.319, -28.507, -14.427], [-25.159, -29.390, -14.535], [-25.197, -28.105, -15.309], [-23.542, -25.851, -14.308], [-23.957, -26.608, -14.004], [-22.940, -25.853, -15.059], [-17.626, -31.340, -9.333], [-17.422, -32.178, -8.807], [-18.509, -31.023, -8.825], [-17.920, -29.649, -19.175], [-16.867, -29.427, -19.318], [-18.349, -28.993, -19.552], [-20.294, -34.304, -6.208], [-21.114, -34.095, -6.131], [-19.688, -33.593, -6.414], [-16.445, -27.935, -16.231], [-17.030, -27.181, -16.327], [-15.852, -27.762, -15.408], [-24.487, -33.720, -7.429], [-24.549, -34.320, -8.101], [-24.380, -32.871, -7.729], [-21.198, -25.281, -10.177], [-21.341, -26.130, -9.810], [-21.915, -25.129, -10.590], [-18.583, -26.090, -15.528], [-19.329, -25.526, -15.384], [-18.227, -26.334, -14.683], [-19.524, -28.390, -16.919], [-19.017, -27.702, -16.495], [-19.035, -28.775, -17.500], [-19.883, -29.440, -8.385], [-19.558, -28.977, -7.638], [-20.599, -28.834, -8.690], [-17.461, -26.587, -13.116], [-17.237, -26.972, -12.296], [-16.655, -26.122, -13.498], [-13.795, -32.795, -13.799], [-13.643, -32.345, -12.951], [-13.418, -32.131, -14.416], [-16.094, -34.608, -13.820], [-16.503, -34.791, -14.708], [-15.472, -33.938, -14.030], [-24.679, -34.769, -10.118], [-25.522, -34.587, -10.226], [-24.344, -34.181, -10.651]]
}



{
  "formula": "C6H6N2O3",
  "method": "ωB97M-V/def2-TZVPD",
  "orbital_gap_ha": 0.3298,
  "smiles": "C=C1O/C1=N/C=C\\C=[N+](/[O-])O",
  "multiplicity": 1,
  "de_lowest_kj_mol": 767.1,
  "homo_energy_ev": -8.751,
  "species": ["C", "C", "C", "C", "C", "C", "N", "N", "O", "O", "O", "H", "H", "H", "H", "H", "H"],
  "xyz": [[1.136, -1.793, 1.057], [0.220, -1.811, 2.021], [-0.451, 0.388, 1.846], [1.479, -0.508, 0.321], [-0.265, 1.269, 0.707], [-0.397, 1.856, -0.451], [-0.444, -0.710, 2.490], [2.154, 0.430, 0.758], [2.540, 1.415, -0.168], [2.412, 0.680, 1.924], [-0.720, 1.681, 2.072], [1.812, -2.557, 0.728], [-0.075, -2.812, 2.373], [1.313, -0.550, -0.699], [-0.200, 1.328, -1.349], [3.717, 1.451, 0.112], [-0.611, 2.913, -0.473]]
}



{
  "formula": "C3H2NO3",
  "method": "ωB97M-V/def2-TZVPD",
  "orbital_gap_ha": 0.2911,
  "multiplicity": 1,
  "de_lowest_kj_mol": 197.3,
  "homo_energy_ev": -3.705,
  "total_charge": -1,
  "species": ["C", "C", "C", "N", "O", "O", "O", "H", "H"],
  "xyz": [[0.661, 1.197, -0.065], [-0.034, -1.629, -0.088], [-0.322, 0.385, -0.589], [-0.553, 1.203, 0.662], [-0.143, -1.645, 1.101], [1.780, 1.646, 0.005], [0.128, -2.271, -1.076], [-0.958, 0.505, -1.445], [-0.559, 0.610, 1.495]]
}